{"formula": "C4H11N3P", "method": "the ωB97M-V functional and the def2-TZVPD basis", "total_energy_ha": -664.3086, "largest_force_ha_per_bohr": 0.116, "charge": 1, "smiles": "C/C=C/[NH+]=C(\\N)NP", "de_lowest_ev": 0.3511, "orbital_gap_ev": 8.949, "e_homo_ev": -13.029, "symbols": ["C", "C", "C", "N", "C", "N", "N", "P", "H", "H", "H", "H", "H", "H", "H", "H", "H", "H", "H"], "xyz": [[2.416954, 0.186374, -2.333408], [1.212185, -0.227151, -1.624966], [0.752479, 0.296974, -0.490954], [-0.521800, 0.169700, 0.114459], [-0.995783, 0.273301, 1.411075], [-0.499575, 1.128851, 2.341694], [-2.300394, -0.359286, 1.927588], [-2.447948, -2.065331, 1.962577], [2.899664, -0.555408, -2.949931], [2.291252, 0.966342, -3.077737], [3.060466, 0.755336, -1.660074], [0.436540, -0.870014, -2.227810], [1.368948, 0.781064, 0.340810], [-1.044058, -0.364946, -0.645531], [0.503537, 1.382037, 2.431521], [-0.719158, 0.937877, 3.320285], [-2.655810, 0.320773, 2.599621], [-1.894202, -2.188282, 3.259499], [-3.683233, -2.017259, 2.520221]], "forces_ev_per_angstrom": [[1.2223, 1.0760, -0.0130], [-3.6366, -0.7415, -1.2615], [2.4208, 1.5544, 3.9430], [-2.6136, -2.5262, -0.3194], [-2.1417, -0.8586, -0.3506], [1.8406, -0.6389, 0.4756], [3.9833, 3.5236, -2.6777], [1.0263, -0.4753, 0.1788], [0.3830, -0.6557, 0.5296], [-1.1170, 0.2240, -0.2537], [0.5603, -0.6998, 0.1756], [1.4338, 1.1452, 1.0751], [0.0722, -0.2041, -2.0590], [-0.4908, 0.6889, 2.2277], [-0.8393, 0.1223, -1.3201], [-0.7679, -0.2368, -0.5371], [-0.1626, -0.6976, -0.0072], [0.2089, -0.5020, 0.0055], [-1.3819, -0.0977, 0.1884]]}

{"formula": "C29H72F3N5O6S", "method": "the ωB97M-V functional and the def2-TZVPD basis", "total_energy_ha": -2569.8696, "largest_force_ha_per_bohr": 0.056, "charge": 4, "orbital_gap_ev": 9.884, "e_homo_ev": -17.314, "symbols": ["C", "F", "F", "F", "S", "O", "O", "O", "C", "C", "C", "N", "C", "C", "C", "C", "C", "H", "H", "H", "H", "H", "H", "H", "H", "H", "H", "H", "H", "H", "H", "H", "H", "H", "H", "C", "C", "C", "N", "C", "C", "C", "C", "C", "H", "H", "H", "H", "H", "H", "H", "H", "H", "H", "H", "H", "H", "H", "H", "H", "H", "H", "C", "C", "C", "O", "C", "N", "H", "H", "H", "H", "H", "H", "H", "H", "H", "H", "H", "H", "C", "C", "C", "O", "C", "N", "H", "H", "H", "H", "H", "H", "H", "H", "H", "H", "H", "H", "C", "C", "C", "O", "C", "N", "H", "H", "H", "H", "H", "H", "H", "H", "H", "H", "H", "H"], "xyz": [[15.116946, 12.193057, 12.719791], [14.943108, 11.045432, 12.040683], [13.874085, 12.693529, 12.771388], [15.506487, 11.899856, 13.953231], [16.320789, 13.324596, 11.926604], [17.568475, 12.682544, 12.077130], [15.728929, 13.339797, 10.583895], [16.164001, 14.495229, 12.792197], [9.788794, 15.176629, 16.844731], [8.634693, 14.727050, 15.994041], [8.352915, 13.239897, 16.163838], [8.177891, 12.383629, 14.940680], [6.903482, 12.812706, 14.258263], [8.156597, 10.892898, 15.295542], [8.502853, 10.187714, 14.009283], [9.295249, 11.238617, 13.135511], [9.431091, 12.468703, 14.044655], [10.729913, 14.626386, 16.546722], [9.664100, 15.000685, 17.957195], [9.955580, 16.213519, 16.622397], [8.891866, 14.919830, 14.968289], [7.805799, 15.342423, 16.287485], [7.463972, 13.139067, 16.814367], [9.090689, 12.746860, 16.748851], [7.038368, 13.876635, 14.012459], [6.114463, 12.751121, 14.991445], [6.638187, 12.143947, 13.442016], [7.171084, 10.624826, 15.675831], [8.843197, 10.832459, 16.123829], [7.583757, 9.851740, 13.491065], [9.155044, 9.331452, 14.192907], [8.739466, 11.515498, 12.278920], [10.203927, 10.888998, 12.755733], [9.495757, 13.394342, 13.522717], [10.253297, 12.413822, 14.758091], [27.061146, 16.707395, 12.024040], [25.667043, 17.083264, 11.420979], [25.443975, 16.340072, 10.113386], [24.006308, 16.488670, 9.670907], [23.622936, 17.902245, 9.492209], [22.976370, 15.836039, 10.508097], [21.786793, 15.635487, 9.593620], [22.360717, 15.478702, 8.192839], [23.859063, 15.642837, 8.393708], [27.859800, 17.200119, 11.506599], [27.288114, 15.631976, 12.002133], [27.058675, 17.025971, 13.052511], [25.631146, 18.203728, 11.269343], [24.900899, 16.709829, 12.104572], [25.734161, 15.307624, 10.180057], [26.034628, 16.771717, 9.287870], [22.721620, 18.012852, 8.890034], [24.446146, 18.488968, 9.042237], [23.498921, 18.337573, 10.463597], [22.675366, 16.357389, 11.388793], [23.397330, 14.850373, 10.840255], [21.157007, 16.543001, 9.683164], [21.208530, 14.828865, 10.041772], [21.950993, 16.216660, 7.511248], [22.267579, 14.533771, 7.721781], [24.418501, 16.123305, 7.617774], [24.334491, 14.722954, 8.689709], [20.582586, 8.482091, 15.500105], [19.491546, 8.369434, 14.430509], [18.894624, 6.956657, 14.452931], [17.648515, 6.978837, 13.758822], [17.379198, 5.636131, 13.237423], [18.346736, 9.320608, 14.612798], [18.192988, 9.341532, 15.584482], [18.553599, 10.234382, 14.257275], [17.553184, 8.865898, 14.161260], [21.264038, 7.629002, 15.284405], [20.117656, 8.374799, 16.544196], [21.130435, 9.412419, 15.338159], [19.924960, 8.533879, 13.434013], [18.781082, 6.694117, 15.534743], [19.628360, 6.289020, 14.021893], [16.286037, 5.564822, 13.208062], [17.781351, 4.894856, 13.888796], [17.707427, 5.458924, 12.229844], [16.517073, 11.396179, 7.114091], [15.129199, 10.901898, 7.380515], [14.782477, 9.389589, 7.200938], [13.446859, 9.270505, 7.494238], [12.979178, 7.992830, 7.267362], [14.698968, 11.309364, 8.815877], [13.713435, 11.020689, 9.028532], [15.292169, 10.783732, 9.430574], [14.783915, 12.312745, 9.046847], [16.638681, 12.426213, 7.434710], [16.776663, 11.321484, 6.059763], [17.225726, 10.808104, 7.744770], [14.386694, 11.372968, 6.737123], [15.444503, 8.863272, 7.881209], [14.941001, 9.072486, 6.173267], [11.889976, 8.002861, 7.455155], [13.352967, 7.175816, 7.880905], [13.159040, 7.605172, 6.264404], [14.623637, 15.020480, 16.185202], [15.274038, 16.392538, 16.040939], [16.398710, 16.535917, 16.989746], [15.694276, 16.501961, 18.169485], [16.497890, 16.667697, 19.332574], [15.760814, 16.483521, 14.666556], [16.230340, 15.597165, 14.398914], [14.992056, 16.628005, 13.986255], [16.348752, 17.308872, 14.420930], [14.060993, 14.826220, 15.279221], [13.972295, 15.068850, 17.028955], [15.381545, 14.188437, 16.247179], [14.510808, 17.179375, 16.212431], [17.015682, 17.421052, 16.863133], [17.101380, 15.645943, 16.890561], [15.825934, 16.698114, 20.200360], [17.027425, 17.586033, 19.150244], [17.199712, 15.805304, 19.395615]], "forces_ev_per_angstrom": [[-0.7610, -0.0659, -0.3249], [0.7015, -0.5633, -0.2148], [0.0531, 0.6632, 0.3295], [0.0960, -0.3018, 0.6213], [-2.5875, 0.4377, -0.1619], [1.7825, -1.0082, -0.1081], [0.7618, 0.6486, 0.8370], [-0.1195, 0.0445, -0.8322], [1.5837, -1.1218, 0.8575], [0.3378, -0.6614, 0.0132], [-1.3920, -0.1400, 1.0430], [0.0303, 0.4551, -0.2426], [0.5345, 0.3057, 0.2349], [-0.7577, 1.0468, 0.0824], [0.6224, -0.0326, -0.9579], [-1.4204, 0.3614, 1.7701], [-0.6889, -1.2136, 0.6299], [-0.8062, 0.4770, 0.3108], [-0.0779, 0.3647, -1.3097], [0.1851, 0.6034, 0.3524], [-0.0659, 0.3649, -0.5616], [-0.7695, 0.0423, -0.2656], [0.0450, -0.2366, -0.6518], [1.1393, -0.2289, 0.2977], [-0.2231, -0.5569, -0.4334], [-0.2080, -0.0761, 0.2863], [0.3053, 0.3230, -0.2205], [-0.0103, 0.1745, -0.0060], [0.5097, -0.5065, 0.0212], [0.6372, 0.0685, 0.2678], [-0.3585, -0.0557, 0.0481], [-0.7988, 0.2560, -0.8778], [1.5538, -0.5913, -0.1797], [-0.2400, 0.7247, -0.3242], [0.1247, -0.1558, -0.1270], [-0.9804, -0.1706, -0.2309], [1.2324, -0.0911, -0.0736], [0.1020, 1.8149, -0.0772], [0.1895, -0.8807, -0.8486], [0.8849, 1.0262, -0.6893], [0.4075, -1.9408, 0.5137], [-0.7109, 0.5827, 0.8182], [0.5893, 0.5046, -0.1195], [-0.2166, 1.0594, 0.8704], [0.4065, 0.3702, -0.2827], [-0.3545, 0.2165, -0.0230], [0.2378, 0.1214, 0.3757], [-0.1976, -1.3004, 0.3622], [-0.0433, 0.4926, 0.1904], [-0.3681, -0.6108, 0.1555], [-0.1475, -0.0978, 0.3144], [0.1404, -0.1699, 0.1115], [-0.3865, -0.5799, -0.1241], [-0.3753, 0.1407, 0.4988], [0.3168, 0.7439, 0.5443], [-0.2437, 0.7987, -0.3430], [0.1610, -0.5406, -0.3146], [-0.1487, -0.2039, -0.5589], [0.0281, 0.0916, -0.0734], [-0.6672, -1.0084, -0.2562], [0.2125, 0.1869, -0.5594], [0.0984, -0.4620, -0.2640], [-0.8510, -0.3432, 0.1240], [0.8833, -1.1195, -0.5660], [-0.3350, 1.0210, 0.9366], [1.1770, -1.1540, -0.1612], [-1.8125, 0.9849, 0.1434], [0.8811, -0.9741, -0.7406], [-0.6222, 0.4467, 1.7038], [-0.1179, 0.7331, -0.2802], [-0.4798, 0.0992, -0.3806], [-0.3004, 0.6167, 0.5081], [0.9575, 0.2504, -1.3888], [0.0682, -0.0954, 0.5346], [-0.3049, 0.2536, 0.2349], [-0.2817, -0.2163, -0.7106], [0.0452, -0.2562, -0.2387], [0.2603, -0.1754, 0.1720], [0.2124, -0.5130, 0.5520], [0.6571, 0.3957, -0.4428], [0.7442, -0.7380, 0.9672], [-1.9603, -0.0035, -0.5049], [1.3546, 1.8171, 0.2201], [-0.1117, 0.5739, 0.8788], [-2.1321, -1.9120, -0.2542], [-1.0731, -0.4356, -0.8046], [0.9433, 0.0773, -0.5527], [0.4351, -0.0462, 0.8595], [0.3796, -0.3142, -0.0829], [-0.1273, 0.2319, -0.1290], [0.0041, -0.1413, 0.0924], [-0.1933, 0.2792, -0.6708], [0.1229, 0.4608, 0.0211], [0.0835, -0.8008, 0.1945], [0.5331, 0.0806, -0.1928], [0.5074, 0.0751, -0.3037], [0.6019, 0.3605, 0.7452], [-0.0351, 0.5421, -0.4262], [0.8210, -0.2949, -0.8029], [-1.0087, -0.0774, -0.2590], [0.7826, -1.1369, 0.4894], [-0.3136, -0.1170, 1.0458], [0.0322, -0.8368, -0.3472], [0.1777, 1.0004, -2.2743], [-0.0472, 0.4404, -0.4436], [0.2045, -0.6941, 0.4143], [0.0590, -0.7538, 0.7518], [-0.4736, -0.1534, -0.1090], [-0.3050, -0.4173, 0.5668], [-0.6605, 0.9095, 0.2618], [0.6068, -0.3071, -0.1423], [0.0117, 0.5514, -0.0235], [-0.5116, 0.7037, 0.0682], [0.3993, 0.1088, -0.3324], [0.5232, 0.4925, 0.7141], [-0.2964, 0.5825, 0.2441]]}